Record 1
C32H23Cl3N4OP2Pd as an isolated structure. Source: the OMol25 dataset; level of theory: ωB97M-V/def2-TZVPD.

```
66
Properties=species:S:1:pos:R:3:forces:R:3:lowdin_charge:R:1
C 0.0100 1.6673 5.5121 -0.0662 0.1359 0.2090 -0.44
C 1.1719 -4.1650 0.6983 0.0309 -0.0265 -0.0911 -0.08
H 5.3777 2.7446 1.0415 0.0439 0.0065 0.0015 0.11
H -5.9868 -0.0674 2.6131 -0.0088 -0.0013 0.0090 0.11
P 0.5396 -1.6444 -0.3042 -0.5035 -0.1552 0.0372 0.84
H 1.1239 -4.1442 -4.4832 -0.0133 -0.0185 -0.0248 0.11
C 1.4825 -2.1891 -1.7410 0.0722 -0.0219 0.0289 -0.36
H -1.8620 0.9956 2.5105 0.2426 0.0762 0.1126 0.07
H 3.0529 6.3429 0.8617 -0.0031 0.0059 -0.0029 0.11
C -2.7357 0.6340 2.0026 -0.1654 -0.0174 -0.0523 -0.07
H -5.9257 -0.5979 0.2028 -0.0051 -0.0038 -0.0088 0.11
C -5.0619 0.0426 2.0627 0.0002 0.0078 0.0472 -0.07
P -1.1714 0.3846 -0.2822 0.1200 -0.8419 -0.5851 0.88
H -3.8363 -0.3286 -1.0694 0.0070 -0.0180 -0.0111 0.11
C -2.6990 0.3126 0.6533 0.1417 0.3289 0.1586 -0.35
C -0.1173 -5.2743 2.3920 0.0066 -0.0033 -0.0053 -0.07
C -3.8526 -0.1191 -0.0054 0.0065 -0.0130 -0.0204 -0.10
N 0.4883 2.3836 6.2848 0.0490 0.0714 0.0476 0.07
O 0.8924 2.4315 0.4439 -0.4073 0.0643 0.2996 -0.28
H -1.7483 3.9690 -4.5882 0.0057 0.0162 -0.0119 0.11
C 3.1131 5.2646 0.8336 -0.0276 -0.0585 0.0042 -0.13
C 2.7706 -1.7239 -1.9691 0.0566 0.0738 0.0403 -0.09
N -0.9865 -1.1918 -0.8913 -0.0725 -0.0751 -0.0348 -0.31
Cl 0.4449 5.3119 0.4985 -0.0663 0.0004 -0.0057 0.71
C 1.9858 3.1014 0.6374 0.0949 0.0359 -0.0452 -0.48
C -3.9235 0.4960 2.7079 -0.0599 0.0128 0.0265 -0.05
C -1.0105 -4.2119 2.4143 -0.0102 -0.0195 0.0139 -0.06
N 0.6348 -0.2519 2.8863 0.0319 0.0685 -0.4173 0.05
C -5.0291 -0.2611 0.7057 -0.0402 -0.0061 -0.0406 -0.07
Cl 3.3808 0.7657 0.7507 -0.2775 0.1032 0.0813 0.73
H -1.7288 -1.8184 -1.1760 0.0039 0.0521 -0.0365 0.08
C 3.4684 -2.1328 -3.0978 0.0214 -0.0030 -0.0196 -0.07
C 3.2593 2.5332 0.7689 0.0883 -0.0654 0.0802 -0.51
H 4.4708 -1.7654 -3.2709 0.0096 0.0001 -0.0028 0.11
C -0.7722 2.2033 -3.8625 0.0084 0.0261 -0.0427 -0.07
H -3.0852 4.2959 -2.5379 -0.0167 0.0167 -0.0018 0.11
C -1.4169 1.4872 -1.6661 -0.1271 0.1348 0.0375 -0.34
C 2.8761 -2.9987 -4.0014 -0.0102 -0.0184 -0.0217 -0.07
H 1.6748 -6.0732 1.5256 0.0183 -0.0219 -0.0001 0.11
H -0.2695 -6.1207 3.0477 -0.0046 -0.0162 0.0206 0.11
H 0.0639 0.4947 -2.8748 -0.0273 0.0089 0.0118 0.10
H -1.8528 -4.2236 3.0919 -0.0164 0.0033 0.0173 0.11
C 0.0639 0.3244 3.7286 0.0879 -0.1722 0.6859 -0.43
C -1.6553 3.2727 -3.7657 -0.0033 -0.0039 -0.0023 -0.07
C 0.9745 -5.2497 1.5381 -0.0073 0.0056 0.0208 -0.07
C -2.4096 3.4558 -2.6181 0.0116 -0.0037 -0.0139 -0.07
C -0.6424 1.3155 -2.8115 0.0334 -0.0253 0.0006 -0.08
C 1.9665 4.5153 0.6762 0.1882 -0.0529 0.0057 -0.58
H -0.1081 -3.4437 -2.4794 -0.0257 0.0007 0.0152 0.11
H 3.4156 -3.3119 -4.8854 0.0134 0.0002 -0.0020 0.11
C -0.8159 -3.1248 1.5814 -0.0326 0.0608 0.0257 -0.09
Pd 0.8741 0.3980 0.5382 0.4770 0.3304 -0.0533 0.53
H 3.2317 -1.0310 -1.2761 -0.0347 -0.0024 -0.0114 0.05
C 4.3389 4.6270 0.9600 0.0641 -0.0551 0.0023 -0.68
H 2.0241 -4.1528 0.0297 -0.0011 0.0150 -0.0064 0.11
H -2.8781 2.7096 -0.6654 -0.0026 -0.0176 0.0226 0.11
C 1.5855 -3.4665 -3.7789 0.0410 0.0088 -0.0020 -0.07
C 0.8931 -3.0668 -2.6514 -0.0266 -0.0340 0.0480 -0.09
N -0.6311 0.8535 4.6867 0.0255 -0.1113 -0.5494 0.03
H -0.1765 2.0712 -4.7556 0.0042 -0.0027 -0.0122 0.11
H -1.5011 -2.2863 1.6263 0.0217 0.0200 -0.0024 0.09
H -3.9449 0.7496 3.7589 0.0195 -0.0154 0.0138 0.12
C 4.4299 3.2489 0.9310 -0.1394 0.1165 -0.0134 -0.14
Cl 5.7778 5.5763 1.1623 0.0680 0.0360 0.0093 0.66
C -2.2931 2.5621 -1.5640 0.0058 0.0288 0.0003 -0.07
C 0.2699 -3.1056 0.7080 0.0815 0.0290 0.0165 -0.34
```
Forces are in eV/Å.

Properties
Energy relative to the best compared isomer or geometry (same formula, charge and spin), kJ/mol: 62.40
Charge: 0

=====

Record 2
C32H23FeN4O2 as an isolated structure. Source: the OMol25 dataset; level of theory: ωB97M-V/def2-TZVPD.

```
62
Properties=species:S:1:pos:R:3:forces:R:3:lowdin_charge:R:1
H -2.6137 0.8453 -0.0490 -0.0031 -0.0125 0.0151 0.11
C -1.4004 5.4456 0.9162 -0.0023 0.0129 -0.0082 -0.06
N -1.8357 -1.2785 1.4487 -0.3337 -0.0319 0.0365 0.06
N 0.3293 -1.0124 2.7482 0.0149 -0.0991 0.0974 0.09
H -2.7426 4.0247 1.7975 0.0083 -0.0027 0.0031 0.11
H -3.2437 -3.0385 -1.7708 -0.0144 0.0109 -0.0062 0.11
C -3.0936 -3.1982 0.9445 -0.0261 -0.0072 0.0508 0.00
C 1.7071 2.5691 1.6707 0.0248 -0.0245 0.0349 -0.22
H 4.0416 -0.3666 -5.0839 -0.0029 0.0031 0.0074 0.14
C 0.5275 -0.5192 -0.6144 -0.0266 0.0562 -0.1096 0.07
C 1.3687 -0.5911 3.4519 -0.0571 0.0543 -0.0974 -0.13
H 1.5203 -3.8495 -5.1351 -0.0030 0.0011 0.0073 0.14
H -0.3200 -3.9272 4.2480 0.0071 0.0017 0.0143 0.14
C 3.4387 -2.5645 -6.4419 -0.0058 -0.0019 0.0143 -0.14
H -4.0639 -3.5509 1.2765 -0.0044 -0.0072 -0.0196 0.15
H 2.7394 -0.9868 5.0614 0.0036 -0.0180 -0.0010 0.14
C -0.7182 3.3092 1.7730 -0.0909 -0.0742 0.2060 -0.07
H -0.9833 2.4174 2.3394 0.0451 -0.0293 -0.0677 0.09
C 1.2911 -2.5689 4.7567 -0.0182 -0.0109 0.0055 0.02
H 2.3304 2.5059 0.7749 0.0291 0.0748 0.0212 0.16
H 1.6761 -3.1904 5.5539 0.0025 -0.0002 -0.0072 0.13
H 1.9398 5.0142 0.5608 -0.0102 -0.0073 0.0051 0.13
N 3.9238 -2.9024 -7.4278 -0.0177 0.0125 0.0338 0.23
C 1.2369 -2.5343 -3.4731 -0.0111 0.0589 0.0690 0.03
C -1.7206 4.2371 1.5123 0.0569 0.0314 -0.0225 -0.06
C -2.5942 0.1727 -0.9091 -0.0645 0.0857 0.0527 -0.09
H 3.5944 3.1272 2.7129 0.0092 0.0004 -0.0017 0.14
C 2.5763 2.8203 2.9253 0.0054 -0.1000 0.0569 0.01
Fe -0.3792 0.1451 1.0497 0.4191 -0.2700 -0.2146 0.83
C -0.0786 5.7251 0.5915 -0.0184 0.0166 -0.0070 -0.05
H -2.3313 0.3005 -4.2757 -0.0082 -0.0040 0.0024 0.12
H 0.4540 -3.1205 -3.0124 -0.0016 0.0090 0.0061 0.13
C 1.8973 -1.3447 4.4857 -0.0228 0.0188 0.0262 0.07
H -2.7290 -3.8095 0.1226 0.0213 -0.0059 0.0034 0.13
C -2.4780 -0.1117 -3.2863 0.0126 0.0204 -0.0064 -0.06
C 0.1775 -2.9921 4.0320 0.0250 0.0002 0.0386 0.07
C -0.2792 -2.1544 3.0316 -0.0462 0.1090 -0.0910 -0.14
C 1.8218 -2.9360 -4.6421 0.0247 0.0116 -0.0294 0.02
N 1.1724 1.2252 1.9256 -0.1044 0.3749 0.0763 0.04
C 2.6845 -0.5433 -3.4410 -0.0541 -0.0280 0.0589 0.03
C 1.6566 -1.3277 -2.8448 0.0482 -0.0361 -0.1513 -0.21
O 2.6423 1.4977 3.5801 -0.0221 0.0589 -0.0779 0.09
C 3.2620 -0.9485 -4.6129 -0.0012 -0.0221 -0.0134 0.02
C 0.6043 3.5713 1.4296 -0.0066 0.0631 -0.0785 -0.20
C 2.8329 -2.1441 -5.2146 0.0321 -0.0216 -0.0676 -0.16
C -1.4728 -2.2835 2.1590 0.1260 -0.1180 0.1077 -0.29
C -2.9920 -1.9895 -1.8606 0.0564 -0.0243 0.0162 -0.02
C 1.7588 0.7549 2.9634 0.0542 -0.1535 0.1061 -0.29
H 2.1125 3.5007 3.6362 -0.0091 0.0062 0.0000 0.15
C -2.3842 0.7093 -2.1683 0.0015 -0.0436 -0.0368 -0.06
H -2.1736 1.7650 -2.2794 -0.0058 -0.0020 -0.0025 0.12
C 1.0624 -0.9100 -1.6695 -0.0680 0.0507 0.1218 -0.03
H 2.9941 0.3720 -2.9564 -0.0013 -0.0042 -0.0009 0.13
O -2.1514 -3.3980 2.0601 -0.0418 0.0387 -0.0762 0.09
H -2.9014 -2.0857 -4.0000 -0.0062 -0.0045 -0.0013 0.12
C -2.8784 -1.1849 -0.7395 -0.0374 -0.0329 -0.0852 -0.19
C -2.7951 -1.4511 -3.1300 0.0274 0.0076 0.0064 -0.05
H -3.9053 -1.1971 1.1265 0.0404 0.0434 0.0503 0.17
H -2.1742 6.1744 0.7169 0.0083 0.0018 -0.0013 0.12
C 0.9156 4.7923 0.8402 0.0184 -0.0266 -0.0888 -0.02
H 0.1773 6.6721 0.1358 -0.0002 -0.0028 0.0027 0.12
C -3.0342 -1.6826 0.6789 0.0250 -0.0079 0.0168 -0.20
```
Forces are in eV/Å.

Properties
2S+1: 6
Energy relative to the best compared isomer or geometry (same formula, charge and spin), kJ/mol: 0.00
Charge: +2

=====

Record 3
C32H24BF12MoN9O2 as an isolated structure. Source: the OMol25 dataset; level of theory: ωB97M-V/def2-TZVPD.

```
81
Properties=species:S:1:pos:R:3:forces:R:3:lowdin_charge:R:1
C -0.6338 -0.9314 2.3220 -0.0391 0.0728 0.0967 -0.11
N -4.1902 1.9675 1.8026 0.0123 -0.1619 -0.3791 -0.03
H 4.8792 4.5055 -0.6182 -0.0063 -0.0040 -0.0024 0.11
H -3.3221 0.3748 3.6096 -0.0088 0.0103 -0.0221 0.15
H 2.7847 0.1746 1.8638 -0.0261 0.0046 0.0025 0.14
C -2.4678 0.0195 3.0555 -0.0593 0.0703 -0.0607 0.02
C 3.9139 1.7908 1.0183 0.0282 0.0209 0.0213 0.02
H -5.5624 1.1560 -0.4658 0.0113 0.0032 0.0362 0.15
F 0.4793 -3.0980 -2.7671 0.0231 0.0174 -0.0038 0.19
H 3.6946 2.8568 -2.1748 0.0035 0.0006 -0.0010 0.14
C 1.8507 -1.8153 -0.0212 -0.1853 0.2948 -0.0361 -0.14
H 0.2727 -1.4965 2.1946 0.0142 -0.0073 0.0108 0.11
C 3.4722 2.2628 -1.3001 0.0266 -0.0309 0.0253 0.07
C 1.4833 -4.1648 0.4565 -0.0206 0.0135 0.0259 0.08
H 0.8600 -5.0484 0.5124 -0.0016 -0.0122 0.0010 0.16
C -1.4347 -0.8215 3.4404 0.1100 -0.0714 -0.0212 0.02
B -3.0325 1.4981 0.9874 -0.3439 0.1397 0.4406 -0.64
C 3.7532 -3.2278 0.6217 0.0771 0.0579 0.0077 0.06
F 3.0668 0.1850 -4.2402 0.0058 0.0048 0.0064 0.23
C 4.1981 2.5324 -0.1245 0.0177 0.0297 -0.0067 -0.19
H -5.3078 -0.0559 -2.9179 -0.0018 0.0049 0.0054 0.13
N -0.7848 2.0904 0.0797 0.1541 -0.1332 -0.0466 -0.08
C -4.4291 3.0226 2.6310 -0.2672 0.0509 0.3884 -0.06
H -6.9831 1.0304 2.9834 0.0290 0.0061 -0.0156 0.12
H 0.9959 3.0664 -0.4935 -0.0100 0.0016 0.0255 0.10
F 2.6274 2.7042 -4.0499 -0.0014 0.0081 -0.0303 0.20
F 0.0771 -5.0017 -1.8368 0.0035 -0.0227 0.0100 0.21
C 2.2967 0.4867 -0.2047 0.1433 0.1577 0.0702 -0.23
C 5.2404 3.6031 -0.1242 0.0009 0.0063 -0.0041 0.00
C -5.6333 2.8080 3.2517 0.2726 0.0181 -0.1315 -0.02
N -2.5487 0.3478 -1.2004 0.2310 -0.0400 0.0685 -0.13
C -0.3644 -3.7617 -1.9721 -0.0580 0.0701 0.0215 -0.57
H 3.9587 -1.2369 -0.0604 0.0594 -0.0083 -0.0203 0.14
F -1.5665 -3.7622 -2.5217 0.0252 -0.0139 0.0250 0.22
C -0.4223 -2.9902 -0.5956 -0.0228 -0.1823 -0.0685 -0.23
C -0.6363 4.3066 0.3461 0.0650 -0.0045 -0.0349 0.02
C 2.0582 -0.1406 -3.4590 -0.0178 0.0462 0.0714 -0.55
C -4.5279 0.1609 -2.2082 0.0459 -0.0395 -0.0671 0.04
H -1.2960 -1.2882 4.3998 -0.0053 0.0008 -0.0041 0.13
C -4.6744 0.7956 -0.9592 0.0072 0.0315 0.0757 0.05
H 4.3829 -5.6085 1.5963 -0.0011 -0.0070 0.0038 0.11
C 3.3349 -5.6117 1.3131 0.0387 0.0728 -0.0240 0.03
N -3.4933 0.8961 -0.3744 -0.1017 -0.0598 -0.1909 0.06
H 5.5602 3.8555 0.8836 -0.0023 -0.0020 0.0017 0.10
O -0.8623 -1.7320 -0.9489 0.2371 0.2493 0.0495 -0.26
N -1.9471 2.5395 0.6415 0.0573 0.0909 -0.0563 0.05
H -2.6498 -0.6064 -3.1049 0.0039 -0.0021 -0.0055 0.14
Mo -0.6324 0.0963 -0.7146 -0.8845 0.5247 -0.2040 2.01
O 0.2895 0.8526 -2.1320 -0.1035 -0.5643 0.3480 -0.24
H 3.1707 -6.3671 0.5302 -0.0122 0.0028 -0.0143 0.14
H -6.1196 3.4529 3.9626 -0.0147 -0.0123 -0.0016 0.11
F 2.4760 -1.1456 -2.6540 -0.0226 0.0063 0.0085 0.15
C -6.0750 1.5650 2.7500 0.1129 0.0682 -0.0134 -0.11
H 4.8138 -3.3779 0.7758 -0.0014 -0.0070 -0.0002 0.15
H -2.7104 4.4390 1.1427 -0.0309 -0.0197 0.0140 0.13
C 1.4751 2.3441 -3.5081 -0.0591 0.0183 0.0894 -0.57
C 0.0110 3.1664 -0.0779 -0.0070 0.0342 0.0425 -0.08
H 4.4278 2.0115 1.9450 -0.0053 -0.0010 -0.0011 0.14
H 6.1168 3.2651 -0.6836 -0.0051 -0.0057 -0.0017 0.11
N -2.2816 0.3840 1.7847 0.1202 -0.1104 0.0316 0.05
C -1.5082 -3.6500 0.3570 -0.0502 0.0082 0.0608 -0.55
F 0.5995 2.0860 -4.4660 0.0088 -0.0009 -0.0044 0.22
H -3.7356 3.8316 2.7767 0.0100 0.0000 -0.0319 0.11
N -5.2120 1.0553 1.8934 -0.0059 0.0317 -0.0621 0.06
C 2.8613 -4.3118 0.8266 -0.0198 -0.1113 0.0555 -0.10
F -1.7722 -4.8956 0.0011 0.0273 -0.0262 -0.0316 0.22
H 2.7122 -5.9499 2.1503 -0.0320 0.0083 -0.0001 0.14
C 1.6063 1.0835 -2.5851 0.2142 0.1168 -0.0760 -0.21
C 2.9945 0.7607 0.9763 0.0240 -0.0955 -0.1222 0.01
N 1.3994 -0.6096 -0.2407 0.3638 -0.3123 0.0020 0.07
F 1.0144 3.3644 -2.7728 0.0259 -0.0047 -0.0773 0.18
C -3.1993 -0.1177 -2.3154 -0.0568 -0.0271 -0.0179 -0.04
N -1.1517 -0.2051 1.3140 0.0982 -0.1023 -0.1903 -0.10
C 0.9743 -2.9982 0.0006 -0.1162 -0.1231 -0.0429 -0.01
C 2.4934 1.2919 -1.3571 -0.1497 0.0566 0.0240 -0.07
F -1.0718 -3.6737 1.6243 0.0351 0.0282 0.0033 0.16
H -0.2713 5.3186 0.3330 0.0003 -0.0024 0.0017 0.13
F 1.0479 -0.5977 -4.1774 -0.0159 -0.0162 -0.0302 0.21
C 3.2821 -2.0423 0.1807 0.1058 -0.0520 0.0142 0.10
C -1.8771 3.8668 0.7760 -0.0341 -0.0434 0.0043 0.01
F -2.6181 -2.9313 0.3165 -0.0434 -0.0190 -0.0345 0.20
```
Forces are in eV/Å.

Properties
2S+1: 2
Charge: +3

=====

no.,electronic energy (a.u.)
1,-3718.68040
2,-2865.83171
3,-3167.73238